[1]
Density functional theory data (ωB97M-V with the def2-TZVPD basis set) for 9 unconnected molecules or ions with the total composition C53H50N3O16P4 at a distorted geometry.

Properties
calculated total energy	-130142.2819	eV
charge	-1
HOMO	-4.1	eV
orbital gap	0.1269	Eh

Positions of all 126 atoms, in Å:
C1 7.7290 -2.0007 2.9258
C2 8.1111 -0.9373 2.5395
C3 8.1683 0.5155 2.2459
C4 7.0118 0.9728 1.3197
C5 5.6267 0.6861 1.9494
P1 4.5699 -0.5921 1.0137
P2 3.2402 0.9828 0.0895
N1 3.9047 2.4402 -0.0992
P3 3.2439 -0.7472 2.8966
N2 3.4670 -2.1330 3.6645
P4 3.2590 -2.2146 0.1182
N3 4.0287 -3.6145 0.0863
H1 7.3128 -2.8978 3.3142
H2 9.1394 0.6943 1.7618
H3 8.1765 1.1062 3.1672
H4 7.1176 2.0516 1.1540
H5 7.1702 0.4845 0.3505
H6 5.0982 1.6268 2.1571
H7 5.8253 0.2526 2.9438
H8 5.4183 -1.6409 1.5569
H9 5.4036 -0.5500 -0.1878
H10 2.8854 0.5095 -1.2085
H11 2.0256 1.0159 0.8567
H12 3.8942 2.6137 -1.1014
H13 3.6130 0.3147 3.7715
H14 1.8583 -0.5880 2.5840
H15 4.1377 -2.7065 3.1553
H16 2.1030 -2.3305 0.9528
H17 2.8852 -1.8479 -1.2086
H18 4.1007 -3.9475 -0.8677
C6 2.3850 5.7841 -0.1268
C7 1.2645 5.1093 -0.3725
C8 -0.0089 5.8107 -0.6592
O1 -1.0319 5.1958 -0.8809
C9 0.0107 7.2967 -0.6640
C10 1.1314 7.9694 -0.4177
C11 2.4049 7.2656 -0.1311
O2 3.4266 7.8872 0.0914
H19 3.3240 5.2835 0.0853
H20 1.2339 4.0262 -0.3731
H21 -0.9266 7.7918 -0.8767
H22 1.1676 9.0519 -0.4155
C12 8.0925 -4.1309 -3.5714
C13 6.8270 -3.7562 -3.4028
C14 5.7511 -4.7550 -3.1943
O3 4.5990 -4.4149 -3.0426
C15 6.1399 -6.1863 -3.1778
C16 7.4054 -6.5598 -3.3466
C17 8.4811 -5.5610 -3.5562
O4 9.6359 -5.9029 -3.7089
H23 8.8917 -3.4172 -3.7253
H24 6.5241 -2.7169 -3.4089
H25 5.3407 -6.8996 -3.0222
H26 7.7083 -7.5991 -3.3386
C18 3.7836 8.8370 3.8149
C19 4.5865 7.9929 3.1709
C20 5.6564 7.2540 3.8865
O5 6.3915 6.4874 3.3052
C21 5.7933 7.4915 5.3457
C22 4.9892 8.3354 5.9867
C23 3.9205 9.0739 5.2709
O6 3.1865 9.8428 5.8581
H27 2.9984 9.3856 3.3102
H28 4.4978 7.8090 2.1071
H29 6.5784 6.9429 5.8507
H30 5.0743 8.5219 7.0498
C24 -0.5848 -3.6774 1.9641
C25 -1.2325 -4.7715 2.3567
C26 -2.5438 -5.1384 1.7741
O7 -3.1388 -6.1379 2.1332
C27 -3.1091 -4.2426 0.7352
C28 -2.4644 -3.1487 0.3406
C29 -1.1510 -2.7807 0.9240
O8 -0.5561 -1.7880 0.5689
H31 0.3765 -3.3913 2.3785
H32 -0.8360 -5.4379 3.1122
H33 -4.0651 -4.5275 0.3216
H34 -2.8624 -2.4845 -0.4161
C30 -3.6475 5.1858 -2.6559
C31 -4.7692 4.5118 -2.9003
C32 -6.0412 5.2135 -3.1864
O9 -7.0668 4.5988 -3.4077
C33 -6.0199 6.6950 -3.1925
C34 -4.9018 7.3714 -2.9487
C35 -3.6271 6.6711 -2.6625
O10 -2.6067 7.2885 -2.4432
H35 -2.7096 4.6912 -2.4430
H36 -4.8051 3.4298 -2.9007
H37 -6.9575 7.1869 -3.4042
H38 -4.8684 8.4535 -2.9475
C36 -4.3290 -7.7505 -2.4044
C37 -4.4369 -6.5683 -1.8072
C38 -4.3446 -5.3069 -2.5749
O11 -4.4387 -4.2279 -2.0251
C39 -4.1296 -5.4097 -4.0399
C40 -4.0238 -6.5928 -4.6400
C41 -4.1162 -7.8573 -3.8669
O12 -4.0200 -8.9373 -4.4130
H39 -4.3916 -8.6733 -1.8616
H40 -4.5931 -6.4763 -0.7408
H41 -4.0647 -4.4760 -4.5841
H42 -3.8664 -6.6891 -5.7069
C42 -3.8126 -10.7455 2.9793
C43 -3.6308 -9.6502 2.2453
C44 -3.9994 -9.6189 0.8104
O13 -3.8294 -8.6175 0.1466
C45 -4.5798 -10.8521 0.2222
C46 -4.7609 -11.9459 0.9565
C47 -4.3920 -11.9782 2.3940
O14 -4.5599 -12.9759 3.0623
H43 -3.5497 -10.7891 4.0284
H44 -3.2104 -8.7383 2.6531
H45 -4.8437 -10.8110 -0.8275
H46 -5.1816 -12.8554 0.5466
C48 -11.1083 5.7212 -1.7006
C49 -9.7826 5.8401 -1.7181
C50 -9.1114 7.0216 -1.1251
O15 -7.9029 7.1315 -1.1428
C51 -9.9699 8.0637 -0.5115
C52 -11.2946 7.9439 -0.4944
C53 -11.9681 6.7619 -1.0874
O16 -13.1757 6.6529 -1.0696
H47 -11.6179 4.8675 -2.1286
H48 -9.1371 5.0912 -2.1615
H49 -9.4597 8.9176 -0.0837
H50 -11.9383 8.6935 -0.0520

=====

[2]
Density functional theory data (ωB97M-V with the def2-TZVPD basis set) for 7 unconnected molecules or ions with the total composition C27H46BN2O19S at a distorted geometry.

Properties
calculated total energy	-82141.9215	eV
charge	-1
HOMO	-4.0	eV
ΔE to the lowest compared entry with this formula, charge and spin	0.000	eV
orbital gap	0.2112	Eh

Positions of all 96 atoms, in Å:
C1 2.5110 -2.6135 0.0431
C2 1.8237 -1.2833 0.4010
C3 0.7627 -0.8672 -0.6178
B1 -0.7656 -1.5063 -0.4591
N1 -1.2113 -2.0793 -1.8565
S1 -0.8638 -2.9892 0.8150
C4 -1.8263 -0.2816 -0.0550
C5 -3.1946 -0.8102 0.3930
C6 -4.3655 0.1705 0.1269
C7 -5.6520 -0.6301 -0.0411
N2 -6.8814 0.1883 0.2573
C8 -8.0201 -0.4641 -0.3616
C9 -8.2502 -1.9537 -0.2093
O1 -8.7979 0.1912 -1.0434
H1 2.6870 -3.1662 0.9672
H2 3.4358 -2.4664 -0.5093
H3 1.8164 -3.2157 -0.5394
H4 1.4627 -1.2785 1.4265
H5 2.6191 -0.5257 0.3773
H6 1.1044 -1.0941 -1.6306
H7 0.6621 0.2255 -0.5723
H8 -1.7298 -1.3745 -2.3649
H9 -1.8268 -2.8744 -1.7259
H10 -1.2906 -2.4210 1.9504
H11 -1.9640 0.3934 -0.9051
H12 -1.4110 0.3173 0.7673
H13 -3.2321 -1.0704 1.4485
H14 -3.4171 -1.6890 -0.2155
H15 -4.4537 0.9181 0.9142
H16 -4.1508 0.6560 -0.8242
H17 -5.6022 -1.4603 0.6661
H18 -5.7425 -1.0246 -1.0494
H19 -7.0642 0.0802 1.2537
H20 -9.1214 -2.1789 0.4003
H21 -8.4133 -2.3532 -1.2071
H22 -7.4190 -2.5076 0.2182
C10 7.5379 -3.7623 0.4780
C11 7.3425 -3.1285 -0.8792
O2 6.4812 -2.0198 -0.5801
C12 6.6445 -1.7024 0.7211
O3 6.2108 -0.7246 1.2387
O4 7.3833 -2.6446 1.3610
H23 8.5195 -4.2139 0.5982
H24 6.7697 -4.5031 0.7101
H25 8.2686 -2.7423 -1.2931
H26 6.8745 -3.7964 -1.5992
C13 -10.0845 -4.7840 2.9553
C14 -9.6422 -6.2165 3.1643
O5 -8.4320 -6.2760 2.4114
C15 -7.9365 -5.0159 2.3043
O6 -6.8648 -4.7498 1.8833
O7 -8.8449 -4.1021 2.7510
H27 -10.6099 -4.3710 3.8129
H28 -10.7042 -4.6628 2.0644
H29 -9.4189 -6.4359 4.2103
H30 -10.3599 -6.9441 2.7936
C16 9.9204 0.8361 -1.9233
C17 11.2363 0.8717 -1.1781
O8 11.2356 -0.3922 -0.4978
C18 10.4217 -1.2294 -1.1779
O9 10.2984 -2.3931 -0.9522
O10 9.7349 -0.5772 -2.1293
H31 9.9480 1.3622 -2.8710
H32 9.0974 1.2071 -1.3373
H33 12.0997 0.9125 -1.8460
H34 11.2991 1.6901 -0.4663
C19 -8.0442 2.6934 3.3283
C20 -6.8064 2.0855 3.9445
O11 -6.6228 2.8957 5.1117
C21 -7.8203 3.4358 5.4450
O12 -8.0397 4.0194 6.4546
O13 -8.7349 3.2188 4.4673
H35 -8.6605 1.9652 2.8076
H36 -7.8133 3.5139 2.6478
H37 -6.9601 1.0491 4.2515
H38 -5.9408 2.1405 3.2897
C22 5.1514 2.8543 -0.7493
C23 5.4242 4.3244 -0.5268
O14 6.8610 4.3859 -0.5847
C24 7.2866 3.3245 -1.2976
O15 8.4126 3.1571 -1.6644
O16 6.2877 2.4630 -1.5401
H39 4.2238 2.6692 -1.2819
H40 5.1533 2.2762 0.1755
H41 5.0151 4.9473 -1.3205
H42 5.0630 4.6860 0.4317
C25 2.7807 7.0956 -4.5949
C26 3.3502 5.8955 -5.3215
O17 3.6218 4.9918 -4.2481
C27 2.8185 5.3188 -3.2068
O18 2.6826 4.6595 -2.2310
O19 2.1950 6.5005 -3.4346
H43 2.0298 7.6294 -5.1715
H44 3.5539 7.7981 -4.2779
H45 2.6284 5.4329 -5.9966
H46 4.2596 6.1201 -5.8727

=====

[3]
Density functional theory data (ωB97M-V with the def2-TZVPD basis set) for C22H29N3O5 in the gas phase.

Properties
SMILES string	CCOC(=O)c1ccc2ncc(C(=O)OCC)c(NCCCN3CCOCC3)c2c1
calculated total energy	-37993.3211	eV
HOMO	-8.1	eV
ΔE to the lowest compared entry with this formula, charge and spin	2.223	eV
orbital gap	0.3005	Eh

Positions of all 59 atoms, in Å:
C1 -7.5064 -1.8607 -0.2818
C2 -7.3844 -0.4382 0.2462
O1 -6.2220 0.2115 -0.2648
C3 -5.0649 -0.0361 0.3625
O2 -4.9673 -0.7540 1.3307
C4 -3.9222 0.6751 -0.2549
C5 -4.0665 1.4529 -1.4173
C6 -2.9958 2.1492 -1.9028
C7 -1.7357 2.0735 -1.2762
N1 -0.7513 2.8695 -1.7492
C8 0.3899 2.8667 -1.1285
C9 0.7258 2.0224 -0.0504
C10 2.0810 2.0528 0.4998
O3 2.4701 1.3712 1.4379
O4 2.8893 2.8991 -0.1479
C11 4.2242 3.0263 0.3373
C12 4.3040 4.0212 1.4866
C13 -0.2450 1.1041 0.4145
N2 0.0678 0.2136 1.3681
C14 -0.4161 -1.1388 1.5252
C15 0.7751 -2.0988 1.5053
C16 1.4504 -2.1341 0.1268
N3 2.8020 -2.6526 0.2541
C17 3.2553 -3.5014 -0.8334
C18 3.6463 -2.6979 -2.0802
O5 4.6469 -1.7507 -1.7724
C19 4.2153 -0.8710 -0.7558
C20 3.8033 -1.6283 0.5142
C21 -1.5588 1.2063 -0.1617
C22 -2.6890 0.5607 0.3561
H1 -8.4325 -2.3030 0.0741
H2 -7.5062 -1.8604 -1.3693
H3 -6.6709 -2.4595 0.0723
H4 -7.3349 -0.4451 1.3402
H5 -8.2223 0.1787 -0.0854
H6 -5.0322 1.5130 -1.8935
H7 -3.0833 2.7953 -2.7618
H8 1.1368 3.5514 -1.5060
H9 4.8039 3.3692 -0.5221
H10 4.5819 2.0431 0.6610
H11 5.3399 4.1465 1.7879
H12 3.9027 4.9837 1.1788
H13 3.7318 3.6551 2.3357
H14 1.0061 0.3564 1.7453
H15 -1.1001 -1.3883 0.7110
H16 -0.9493 -1.2359 2.4779
H17 1.5067 -1.7810 2.2496
H18 0.4443 -3.1009 1.7760
H19 1.4347 -1.1243 -0.3090
H20 0.8767 -2.7848 -0.5373
H21 2.4774 -4.2267 -1.0769
H22 4.1376 -4.0415 -0.4752
H23 4.0704 -3.3473 -2.8478
H24 2.7606 -2.1859 -2.4908
H25 5.0597 -0.2105 -0.5520
H26 3.3729 -0.2638 -1.1264
H27 3.4236 -0.9192 1.2503
H28 4.6830 -2.1303 0.9280
H29 -2.6402 0.0025 1.2769

=====

[4]
Density functional theory data (ωB97M-V with the def2-TZVPD basis set) for 2 unconnected molecules or ions with the total composition C5H11BrClN2O6P2 at a distorted geometry.

Properties
calculated total energy	-121770.7738	eV
charge	-1
HOMO	-4.2	eV
orbital gap	0.2530	Eh

Positions of all 28 atoms, in Å:
C1 0.0898 -0.5001 1.3877
P1 -0.6168 0.9348 0.3398
O1 0.2668 2.0803 1.3568
C2 -1.5972 -0.2467 -0.8322
C3 -2.9942 -0.6128 -0.3983
O2 -3.9268 -0.4539 -1.1048
Cl1 -3.2188 -1.3595 1.2189
N1 0.8254 0.7494 -0.8138
C4 1.4670 1.7527 -1.0375
O3 1.9683 2.7013 -1.5224
P2 -1.4389 2.6877 -0.8337
O4 -0.8029 4.1073 -0.2582
Br1 -3.6255 2.8094 -0.1930
H1 1.1165 -0.2172 1.6140
H2 0.1547 -1.4390 0.8382
H3 -0.4422 -0.6546 2.3271
H4 -1.7403 1.0106 1.2622
H5 -0.1274 1.9737 2.2214
H6 -1.6478 0.2331 -1.8101
H7 -1.0500 -1.1781 -0.9817
H8 -1.1435 4.2794 0.6262
C5 2.9129 -2.3408 -0.9834
N2 2.2986 -3.0761 0.1538
O5 2.3413 -2.5522 1.2391
O6 1.7875 -4.1508 -0.0969
H9 3.3169 -1.4070 -0.6109
H10 3.6956 -2.9723 -1.3945
H11 2.1306 -2.1587 -1.7141

=====

- Which of these has the highest orbital gap?
  C22H29N3O5

=====

- The lowest calculated total energy belongs to which entry?
  C53H50N3O16P4

=====

- The highest orbital gap belongs to which entry?
  C22H29N3O5